# 1
Formula: C6H12
Source: the Open Molecules 2025 dataset
Level of theory: ωB97M-V/def2-TZVPD

Results
DFT total energy = -235.70491 Ha
LUMO level = 1.22 eV
SMILES string = CCCC1CC1
Highest occupied orbital energy = -9.98 eV

```
18
Properties=species:S:1:pos:R:3:mulliken_charge:R:1
C -0.74 -2.15 -1.40 -0.89
C 0.28 -1.12 -0.84 -0.47
C -0.23 -0.37 0.37 -0.79
C 0.75 0.74 0.65 0.09
C 0.33 1.75 1.74 -0.61
C 0.11 2.01 0.24 -0.60
H -0.06 -2.87 -2.16 0.26
H -1.24 -2.82 -0.48 0.24
H -1.73 -1.71 -2.07 0.25
H 1.33 -1.43 -0.52 0.28
H 0.58 -0.35 -1.61 0.31
H -0.36 -1.07 1.25 0.36
H -1.24 0.05 0.23 0.32
H 1.87 0.72 0.33 0.30
H 1.07 2.40 2.17 0.28
H -0.60 1.54 2.39 0.20
H 0.75 2.86 -0.07 0.26
H -0.86 1.82 -0.23 0.22
```

# 2
Formula: C6H12Br2N3
Source: the Open Molecules 2025 dataset
Level of theory: ωB97M-V/def2-TZVPD

Results
Total charge = +1
DFT total energy = -5547.79815 Ha
LUMO level = -4.47 eV
SMILES string = [H]/N=C(/C)[C@@H](Br)/C(Br)=[NH+]/CCN
Highest occupied orbital energy = -13.61 eV

```
23
Properties=species:S:1:pos:R:3:mulliken_charge:R:1
H -0.45 2.30 -0.24 0.27
N -0.41 2.00 -1.25 -0.55
C 0.55 1.37 -1.62 0.77
C 0.70 0.97 -3.01 -1.36
C 1.68 0.86 -0.68 -0.68
Br 1.75 1.92 0.97 -0.06
C 1.18 -0.45 -0.20 0.39
Br 2.04 -1.94 -1.04 0.00
N 0.21 -0.62 0.65 0.02
C -0.43 -1.83 1.19 -0.84
C -1.38 -1.28 2.26 -0.52
N -1.81 0.04 1.74 -0.62
H 0.34 0.04 -3.38 0.32
H 0.25 1.69 -3.73 0.36
H 1.75 0.90 -3.32 0.37
H 2.62 0.80 -1.05 0.73
H -0.62 0.10 0.95 0.33
H -0.86 -2.53 0.56 0.41
H 0.46 -2.33 1.66 0.42
H -2.17 -1.96 2.51 0.39
H -0.95 -0.92 3.28 0.29
H -2.70 0.05 1.20 0.26
H -1.75 0.81 2.54 0.31
```

# 3
Formula: C6H12Br6
Source: the Open Molecules 2025 dataset
Level of theory: ωB97M-V/def2-TZVPD

Results
Total charge = +1
2S+1 = 2
DFT total energy = -15679.49329 Ha
LUMO level (spin up / spin down) = -4.09 / -10.23 eV
⟨S²⟩ = 0.755
Highest occupied orbital energy (spin up / spin down) = -12.32 / -12.32 eV

```
24
Properties=species:S:1:pos:R:3:mulliken_charge:R:1
Br 0.44 -0.33 -3.15 -0.11
C 0.45 0.12 -1.24 -0.40
C 0.22 -1.09 -0.39 -0.49
Br 0.23 -0.53 1.52 -0.03
H -0.15 1.03 -1.14 0.10
H 1.46 0.49 -1.05 0.37
H 0.96 -1.88 -0.50 0.47
H -0.72 -1.61 -0.54 0.32
Br -0.23 3.52 -0.44 -0.19
C 1.75 3.90 -0.26 -0.67
C 2.00 5.36 -0.37 -0.60
Br 3.96 5.63 0.11 -0.16
H 2.32 3.22 -0.89 0.44
H 2.15 3.61 0.71 0.42
H 1.49 5.92 0.42 0.38
H 1.65 5.79 -1.31 0.43
Br -1.26 -5.10 -0.68 -0.02
C -2.67 -4.36 0.48 -0.74
C -1.82 -3.97 1.72 -0.11
Br -3.16 -3.12 2.97 0.25
H -3.41 -5.15 0.55 0.46
H -3.16 -3.49 0.05 0.43
H -1.21 -3.22 1.20 0.04
H -1.27 -4.75 2.24 0.44
```

# 4
Formula: C6H12BrN2Pb
Source: the Open Molecules 2025 dataset
Level of theory: ωB97M-V/def2-TZVPD

Results
Total charge = -1
DFT total energy = -3112.03936 Ha
LUMO level (spin up / spin down) = 2.67 / 2.67 eV
Highest occupied orbital energy (spin up / spin down) = -0.58 / -0.58 eV

```
22
Properties=species:S:1:pos:R:3:mulliken_charge:R:1
C 1.11 -0.37 -3.66 -1.57
Pb 0.63 0.59 -1.68 0.04
N 1.03 -1.98 -0.78 -1.09
H -0.11 2.20 -2.05 -0.16
H 2.24 1.37 -1.24 -0.13
H 1.37 0.50 -4.28 0.35
H 0.27 -0.89 -4.10 0.35
H 1.98 -1.03 -3.58 0.32
H 0.20 -2.46 -0.40 0.35
H 1.71 -1.97 -0.02 0.30
H 1.41 -2.58 -1.50 0.34
Br -4.13 1.20 2.24 -0.25
C -2.27 0.83 2.07 -0.08
C -1.46 0.71 3.21 -0.14
C -0.11 0.45 3.03 -0.63
C 0.41 0.29 1.74 -0.24
N -0.40 0.35 0.67 0.04
C -1.71 0.67 0.80 -0.26
H -1.90 0.82 4.19 0.42
H 0.57 0.37 3.87 0.36
H 1.48 0.15 1.58 0.36
H -2.31 0.80 -0.10 0.30
```

Q: What is the DFT total energy in the third record?
A: -15679.49329 Ha

Q: Look up the DFT total energy of the fourth one.
A: -3112.03936 Ha

Q: Look up the DFT total energy of the fourth one.
A: -3112.03936 Ha